# 1
Molecular formula: C22H16AuN3O7
Method: DFT, ωB97M-V with the def2-TZVPD basis set

For the gap between HOMO and LUMO, the calculation gives 7.39 eV. Its total charge is 0. The calculation puts the energy above the lowest of the compared OMol25 structures with the same formula, charge and spin at 0.00 kJ/mol. The calculation puts the HOMO energy at -8.60 eV. The calculated total energy is -1674.4594 a.u.

Element x y z (Å)
Au (-0.206, -1.289, 0.686)
O (6.597, -5.556, 2.327)
O (5.635, -3.712, 2.882)
O (-0.136, -2.566, -3.812)
O (0.056, -4.137, 0.108)
O (-0.128, -1.285, -1.295)
O (1.344, -2.529, 0.980)
O (-0.232, -0.688, 2.594)
N (-1.782, -0.120, 0.652)
N (5.659, -4.785, 2.314)
N (-2.095, 0.469, 1.862)
C (-1.313, 0.030, 2.805)
C (-2.429, -0.654, -1.630)
C (-2.586, -0.025, -0.348)
C (-2.912, 1.576, 5.839)
C (-2.324, -1.851, -4.112)
C (-2.154, 1.012, 6.857)
C (-2.644, 1.262, 4.519)
C (-1.123, 0.136, 6.553)
C (-3.474, -1.166, -3.737)
C (3.418, -4.281, 1.438)
C (2.229, -5.931, 0.149)
C (1.115, -3.748, 0.570)
C (2.291, -4.668, 0.726)
C (-1.606, 0.385, 4.212)
C (4.424, -6.442, 0.979)
C (-1.224, -1.964, -3.277)
C (3.292, -6.813, 0.271)
C (-3.528, -0.570, -2.502)
C (4.458, -5.182, 1.551)
C (-0.843, -0.176, 5.232)
C (-1.248, -1.340, -2.009)
C (0.762, -3.298, -2.973)
H (3.241, -7.792, -0.184)
H (-2.250, -2.318, -5.085)
H (-2.369, 1.256, 7.890)
H (3.485, -3.304, 1.891)
H (-3.230, 1.691, 3.718)
H (-4.413, -0.035, -2.182)
H (-3.716, 2.260, 6.077)
H (-4.314, -1.109, -4.415)
H (1.331, -6.208, -0.388)
H (1.524, -2.642, -2.556)
H (-0.532, -0.304, 7.345)
H (0.226, -3.798, -2.169)
H (-0.039, -0.853, 4.982)
H (-3.497, 0.532, -0.152)
H (1.227, -4.036, -3.624)
H (5.269, -7.104, 1.095)

# 2
Molecular formula: C22H16F3N2O3PSSe3V
Method: DFT, ωB97M-V with the def2-TZVPD basis set

For the gap between HOMO and LUMO (alpha / beta), the calculation gives 6.35 / 6.35 eV. Its total charge is +1. The calculation puts the energy above the lowest of the compared OMol25 structures with the same formula, charge and spin at 44.04 kJ/mol. The calculation puts the HOMO energy (alpha / beta) at -11.81 / -11.81 eV. The calculated total energy is -10370.3964 a.u.

Element x y z (Å)
Se (0.155, 2.636, 0.338)
Se (-4.594, 0.802, -0.574)
Se (2.221, 0.093, 0.206)
V (-0.234, 0.140, 0.784)
S (0.020, -2.441, 0.658)
P (2.274, 2.242, 0.009)
F (-1.336, -3.822, 2.380)
F (-2.428, -2.180, 1.471)
F (-2.034, -3.977, 0.312)
O (-0.334, -1.592, -0.496)
O (0.298, -1.407, 1.746)
O (0.975, -3.469, 0.527)
N (4.417, -0.056, 6.967)
N (-1.785, 0.625, 0.129)
C (-0.913, 0.765, 2.732)
C (1.226, 1.533, 3.737)
C (0.214, 0.578, 3.674)
C (0.294, -0.547, 4.494)
C (4.535, 2.374, 1.564)
C (2.376, 0.242, 5.391)
C (4.045, 2.413, -3.621)
C (3.192, 4.611, -3.106)
C (-1.566, -3.172, 1.249)
C (2.917, 4.140, 1.921)
C (4.971, 4.109, 3.170)
C (2.837, 2.792, -1.584)
C (2.669, 4.137, -1.917)
C (3.753, 4.706, 2.872)
C (1.363, -0.716, 5.353)
C (3.884, 3.750, -3.951)
C (2.305, 1.371, 4.583)
C (5.363, 2.945, 2.518)
C (-2.963, 0.701, -0.165)
C (3.519, 1.924, -2.432)
C (3.509, 0.069, 6.273)
C (3.310, 2.974, 1.270)
H (2.129, 4.808, -1.258)
H (1.961, 4.598, 1.699)
H (1.164, 2.415, 3.116)
H (4.577, 1.748, -4.287)
H (5.618, 4.551, 3.916)
H (-0.491, -1.294, 4.461)
H (-1.231, 1.793, 2.632)
H (-1.757, 0.091, 2.874)
H (1.424, -1.586, 5.993)
H (6.311, 2.480, 2.758)
H (3.632, 0.879, -2.177)
H (3.092, 2.114, 4.619)
H (3.452, 5.611, 3.384)
H (4.299, 4.128, -4.876)
H (4.838, 1.462, 1.064)
H (3.065, 5.652, -3.373)

# 3
Molecular formula: C22H17AsO4Pd
Method: DFT, ωB97M-V with the def2-TZVPD basis set

As for the spin multiplicity: 3. For the gap between HOMO and LUMO (alpha / beta), the calculation gives 8.11 / 5.49 eV. Its total charge is +2. The calculation puts the energy above the lowest of the compared OMol25 structures with the same formula, charge and spin at 0.00 kJ/mol. The calculation puts the HOMO energy (alpha / beta) at -14.92 / -15.47 eV. The calculated total energy is -3512.4398 a.u.

Element x y z (Å)
Pd (0.004, -0.453, 0.470)
As (0.512, -1.808, 2.164)
O (-3.001, -1.209, -0.234)
O (1.014, -1.941, -2.253)
O (-1.080, 2.136, 2.104)
O (2.919, 0.912, 0.218)
C (-0.227, -0.029, 5.837)
C (2.093, -3.506, 0.470)
C (-2.176, -5.385, 3.436)
C (-1.968, -0.724, -0.144)
C (0.541, -1.463, -1.326)
C (1.463, 1.365, 4.754)
C (1.430, 0.524, 3.622)
C (-0.208, -0.885, 4.733)
C (-0.797, -5.560, 3.229)
C (4.489, -3.773, 0.642)
C (1.802, 0.639, 0.156)
C (-2.003, -3.069, 2.739)
C (-0.015, -4.479, 2.814)
C (-2.772, -4.142, 3.200)
C (0.619, 1.097, 5.843)
C (3.348, -2.218, 2.111)
C (-0.717, 1.382, 1.318)
C (2.145, -2.567, 1.506)
C (4.526, -2.824, 1.672)
C (3.274, -4.131, 0.048)
C (0.597, -0.590, 3.627)
C (-0.633, -3.240, 2.556)
H (3.218, -4.899, -0.726)
H (-2.452, -2.104, 2.527)
H (2.065, 0.720, 2.758)
H (0.649, 1.758, 6.725)
H (-0.789, -1.815, 4.693)
H (-0.855, -0.237, 6.687)
H (5.466, -2.574, 2.139)
H (-0.341, -6.534, 3.368)
H (-0.090, 1.626, -1.860)
H (-2.778, -6.240, 3.765)
H (-3.839, -4.008, 3.363)
H (-0.788, 1.375, -1.911)
H (1.064, -4.577, 2.655)
H (3.327, -1.496, 2.930)
H (1.130, -3.774, 0.013)
H (5.414, -4.262, 0.303)
H (2.161, 2.198, 4.781)

What did the third record say?
Molecular formula: C22H17AsO4Pd
Method: DFT, ωB97M-V with the def2-TZVPD basis set

As for the spin multiplicity: 3. For the gap between HOMO and LUMO (alpha / beta), the calculation gives 8.11 / 5.49 eV. Its total charge is +2. The calculation puts the energy above the lowest of the compared OMol25 structures with the same formula, charge and spin at 0.00 kJ/mol. The calculation puts the HOMO energy (alpha / beta) at -14.92 / -15.47 eV. The calculated total energy is -3512.4398 a.u.

Element x y z (Å)
Pd (0.004, -0.453, 0.470)
As (0.512, -1.808, 2.164)
O (-3.001, -1.209, -0.234)
O (1.014, -1.941, -2.253)
O (-1.080, 2.136, 2.104)
O (2.919, 0.912, 0.218)
C (-0.227, -0.029, 5.837)
C (2.093, -3.506, 0.470)
C (-2.176, -5.385, 3.436)
C (-1.968, -0.724, -0.144)
C (0.541, -1.463, -1.326)
C (1.463, 1.365, 4.754)
C (1.430, 0.524, 3.622)
C (-0.208, -0.885, 4.733)
C (-0.797, -5.560, 3.229)
C (4.489, -3.773, 0.642)
C (1.802, 0.639, 0.156)
C (-2.003, -3.069, 2.739)
C (-0.015, -4.479, 2.814)
C (-2.772, -4.142, 3.200)
C (0.619, 1.097, 5.843)
C (3.348, -2.218, 2.111)
C (-0.717, 1.382, 1.318)
C (2.145, -2.567, 1.506)
C (4.526, -2.824, 1.672)
C (3.274, -4.131, 0.048)
C (0.597, -0.590, 3.627)
C (-0.633, -3.240, 2.556)
H (3.218, -4.899, -0.726)
H (-2.452, -2.104, 2.527)
H (2.065, 0.720, 2.758)
H (0.649, 1.758, 6.725)
H (-0.789, -1.815, 4.693)
H (-0.855, -0.237, 6.687)
H (5.466, -2.574, 2.139)
H (-0.341, -6.534, 3.368)
H (-0.090, 1.626, -1.860)
H (-2.778, -6.240, 3.765)
H (-3.839, -4.008, 3.363)
H (-0.788, 1.375, -1.911)
H (1.064, -4.577, 2.655)
H (3.327, -1.496, 2.930)
H (1.130, -3.774, 0.013)
H (5.414, -4.262, 0.303)
H (2.161, 2.198, 4.781)